One molecule with the formula C3H4O2S in a non-equilibrium geometry. Source: OMol25; level of theory: ωB97M-V with the def2-TZVPD basis set.

The spin multiplicity is 1. The calculation puts the LUMO energy at 0.0074 Eh. As for the total energy: -18103.5159 eV. The value obtained for the maximum force is 0.1268 Eh/bohr. The value obtained for the orbital gap is 9.83 eV. The structure (SMILES) is O=C1SC[C@H]1O. Its energy above the lowest of the compared OMol25 structures with the same formula, charge and spin is 246.0 kJ/mol. As for the charge: 0. For the highest occupied orbital energy, the calculation gives -9.63 eV.

Element x y z (Å)
C (-1.00, 0.46, -0.35)
C (-0.30, 1.15, 0.68)
C (0.03, -0.80, -0.25)
H (-0.84, 0.62, -2.36)
H (-2.08, 0.46, -0.27)
H (0.12, 1.98, 0.06)
H (-0.93, 1.89, 1.45)
O (-0.48, 1.00, -1.63)
O (0.04, -1.78, -0.93)
S (0.92, -0.22, 1.32)